Entry a
# C6H12O

One molecule with the formula C6H12O (the ωB97M-V functional and the def2-TZVPD basis, the OMol25 dataset).

Computed properties:
SMILES string: C[C@@H]1C[C@@H]1[C@@H](C)O

```
! RIJCOSX wB97M-V def2-TZVPD def2/J DEFGRID3
* xyz 0 1
O 1.424 -0.489 1.783
C 0.023 0.703 0.236
C -0.695 0.938 -1.060
C 2.387 0.095 -0.291
C 1.107 -0.331 0.406
C -1.455 0.417 0.130
C -2.088 -0.953 0.001
H -1.396 -1.679 -0.438
H -2.434 -1.355 0.959
H -0.531 0.200 -1.846
H -2.045 1.126 0.706
H 0.768 -1.293 -0.012
H 2.728 1.055 0.111
H -0.831 1.952 -1.428
H -2.962 -0.898 -0.661
H 3.178 -0.643 -0.133
H 0.258 1.611 0.790
H 2.211 0.205 -1.366
H 0.603 -0.688 2.251
*
```

Entry b
# C6H12O

A 2-piece molecular cluster, C6H12O overall (the ωB97M-V functional and the def2-TZVPD basis, the OMol25 dataset).

Computed properties:
SMILES string: C=COC.C=CC

```
! RIJCOSX wB97M-V def2-TZVPD def2/J DEFGRID3
* xyz 0 1
O 0.464 0.410 1.335
C 0.289 -0.659 -1.762
C 0.817 -0.771 0.790
C 0.059 -1.850 0.596
C -0.273 1.713 -1.234
C -0.728 0.379 2.099
C 0.677 0.582 -1.486
H -0.899 1.396 2.453
H 1.744 0.804 -1.433
H 0.985 -1.475 -1.944
H -0.023 2.305 -0.346
H -0.607 -0.304 2.951
H -0.763 -0.939 -1.782
H 0.564 -2.777 0.378
H -1.026 -1.847 0.609
H -0.263 2.384 -2.099
H 1.860 -0.739 0.482
H -1.583 0.050 1.501
H -1.296 1.338 -1.108
*
```

Which of them is most stable, and which least? Most stable: entry a; least stable: entry b.

Entry a
# C6H12O

One molecule with the formula C6H12O (the ωB97M-V functional and the def2-TZVPD basis, the OMol25 dataset).

```
! RIJCOSX wB97M-V def2-TZVPD def2/J DEFGRID3
* xyz 0 1
O 1.537 0.916 0.718
C 1.436 -0.197 -1.451
C -1.182 -0.102 1.977
C -1.588 0.470 0.596
C 1.847 -0.175 0.066
C -0.027 0.322 -1.493
C -0.898 -0.263 -0.484
H 2.053 0.466 -2.072
H 1.525 -1.220 -1.842
H -2.680 0.354 0.481
H 1.213 -1.081 0.422
H 2.930 -0.466 0.076
H -1.409 -1.171 2.050
H -1.741 0.422 2.760
H -0.004 1.408 -1.380
H -1.334 1.531 0.550
H -0.111 0.074 2.112
H -0.404 0.033 -2.491
H -1.163 -1.320 -0.595
*
```

Entry b
# C6H12O

One molecule with the formula C6H12O (the ωB97M-V functional and the def2-TZVPD basis, the OMol25 dataset).

```
! RIJCOSX wB97M-V def2-TZVPD def2/J DEFGRID3
* xyz 0 1
O 0.722 -0.438 2.114
C -0.037 1.136 -1.671
C -0.423 0.672 -0.264
C 1.796 -1.389 0.202
C -1.914 0.960 0.016
C 0.461 -1.282 0.992
C -0.345 -0.812 -0.151
H -0.212 2.213 -1.780
H 1.636 -1.486 -0.878
H 2.367 -2.258 0.533
H -0.060 -0.448 2.679
H -2.554 0.419 -0.690
H -2.098 2.034 -0.090
H 2.362 -0.476 0.400
H -0.616 0.599 -2.430
H 1.026 0.952 -1.862
H 0.154 -2.276 1.343
H -2.205 0.670 1.033
H 0.175 1.217 0.483
*
```

Entry c
# C6H12O

One molecule with the formula C6H12O (the ωB97M-V functional and the def2-TZVPD basis, the OMol25 dataset).

Computed properties:
SMILES string: CC(C)[C@H]1O[C@H]1C

```
! RIJCOSX wB97M-V def2-TZVPD def2/J DEFGRID3
* xyz 0 1
O 1.179 -1.588 -0.237
C -1.321 1.171 0.466
C 1.846 -0.555 0.363
C -1.860 -1.047 -0.592
C 2.210 0.714 -0.295
C 0.345 -0.692 0.471
C -0.769 -0.026 -0.297
H -1.684 0.879 1.457
H 0.035 -1.088 1.443
H 3.249 0.472 -0.510
H 2.383 -0.780 1.279
H -1.452 -1.907 -1.131
H 1.696 0.976 -1.201
H -0.364 0.317 -1.254
H 2.203 1.593 0.339
H -2.163 1.634 -0.055
H -2.312 -1.413 0.337
H -0.563 1.943 0.611
H -2.659 -0.603 -1.194
*
```

Which of them is most stable, and which least? Most stable: entry c; least stable: entry a.

Entry a
# C6H12O

One molecule with the formula C6H12O (the ωB97M-V functional and the def2-TZVPD basis, the OMol25 dataset).

```
! RIJCOSX wB97M-V def2-TZVPD def2/J DEFGRID3
* xyz 0 1
O -0.271 -0.082 -1.840
C -0.758 0.401 -0.564
C 0.179 -0.474 0.313
C -0.722 1.908 -0.440
C -0.221 -0.627 1.771
C 0.072 -1.639 -0.636
C 1.577 -0.132 -0.128
H -0.053 0.322 2.296
H -1.351 2.366 -1.208
H 0.759 0.004 -1.654
H -1.279 -0.903 1.885
H 0.923 -2.299 -0.781
H -0.886 -2.031 -0.980
H -1.790 0.037 -0.474
H 0.392 -1.388 2.265
H -1.102 2.211 0.542
H 2.332 -0.868 0.154
H 0.296 2.293 -0.553
H 1.904 0.900 0.032
*
```

Entry b
# C6H12O

One molecule with the formula C6H12O (the ωB97M-V functional and the def2-TZVPD basis, the OMol25 dataset).

Computed properties:
SMILES string: C[C@H]1OCC1(C)C

```
! RIJCOSX wB97M-V def2-TZVPD def2/J DEFGRID3
* xyz 0 1
O 0.943 1.581 0.296
C -0.485 1.480 0.179
C -0.540 -0.485 1.745
C 1.093 0.185 -0.052
C -0.406 -0.049 0.246
C 1.673 0.040 -1.450
C -1.303 -0.937 -0.616
H -0.215 -1.524 1.930
H 1.729 -0.354 0.663
H -2.110 -0.427 -1.158
H -0.845 1.917 -0.765
H 1.746 -1.010 -1.758
H 0.076 0.163 2.376
H 2.687 0.458 -1.444
H -1.745 -1.526 0.172
H 1.092 0.588 -2.199
H -1.026 1.939 1.014
H -0.793 -1.619 -1.309
H -1.574 -0.421 2.128
*
```

Which of them is most stable, and which least? Most stable: entry b; least stable: entry a.

Entry a
# C28H25Cl2N5O3RuS

C28H25Cl2N5O3RuS as an isolated structure (the ωB97M-V functional and the def2-TZVPD basis, the OMol25 dataset).

```
! RIJCOSX wB97M-V def2-TZVPD def2/J DEFGRID3
* xyz 0 1
Ru -0.320 -1.340 -0.139
Cl -4.150 -5.141 -0.564
Cl -1.357 -1.261 2.008
S -1.979 -2.871 -0.732
O 1.702 1.462 1.659
O -1.238 0.552 -0.458
O 1.165 -2.857 0.541
N 0.237 3.658 -0.516
N 3.496 0.093 1.857
N 1.488 -0.719 0.967
N 0.437 -1.352 -1.787
N -0.776 2.775 -0.175
C -2.519 4.458 -0.415
C 1.502 -1.892 -3.858
C 1.593 -4.587 -3.179
C -4.201 -4.736 2.089
C -0.455 1.516 -0.627
C -4.211 2.936 1.168
C 2.054 -2.806 -4.736
C 1.210 2.922 -1.136
C 4.037 -1.158 1.758
C 3.327 -2.218 1.336
C 0.981 -2.311 -2.629
C -2.431 -2.660 2.018
C 1.033 -3.675 -2.298
C -3.654 -4.324 0.888
C -3.836 -4.114 3.274
C -2.714 -3.283 0.805
C -2.928 2.481 0.904
C 2.491 3.566 -1.534
C 4.251 1.209 2.406
C -3.799 4.912 -0.128
C 0.810 1.640 -1.286
C 0.570 4.697 0.457
C 2.096 -4.155 -4.399
C -4.649 4.154 0.666
C 2.165 0.344 1.485
C -2.084 3.250 0.114
C 1.969 -1.967 0.939
C -2.950 -3.052 3.236
H -0.346 5.066 0.908
H -4.241 -4.453 4.218
H -1.868 5.028 -1.066
H -4.914 -5.550 2.088
H 5.278 0.893 2.572
H 3.811 1.543 3.344
H 2.518 -4.872 -5.093
H 5.078 -1.239 2.041
H -4.134 5.855 -0.541
H 2.310 4.466 -2.123
H -2.584 1.533 1.290
H -5.650 4.505 0.880
H 3.070 3.851 -0.652
H -2.659 -2.529 4.138
H -4.873 2.331 1.775
H 1.219 4.303 1.242
H 2.454 -2.474 -5.685
H 1.447 -0.838 -4.100
H 1.636 -5.636 -2.916
H 0.631 -3.979 -1.342
H 3.745 -3.209 1.261
H 1.330 0.821 -1.747
H 4.232 2.050 1.716
H 1.062 5.518 -0.059
H 3.081 2.870 -2.126
*
```

Entry b
# C28H25Cl2N5O3RuS

C28H25Cl2N5O3RuS as an isolated structure (the ωB97M-V functional and the def2-TZVPD basis, the OMol25 dataset).

```
! RIJCOSX wB97M-V def2-TZVPD def2/J DEFGRID3
* xyz 0 1
Ru -0.391 -0.094 -0.404
Cl -1.576 2.109 -0.673
Cl 1.564 2.772 3.736
S 0.547 0.837 1.509
O -1.646 -1.010 -1.934
O 1.198 0.831 -1.558
O -2.662 -0.850 2.432
N 0.626 -1.536 -0.177
N 3.522 -1.023 -3.281
N -3.592 -2.068 -1.305
N -2.173 -0.931 0.206
N 3.105 -0.259 -2.208
C 5.082 1.056 -1.673
C 4.005 0.285 -1.251
C 3.749 0.065 0.092
C -2.971 -1.192 1.310
C 1.790 0.072 -2.363
C -0.934 -4.713 0.844
C -0.029 4.648 2.691
C 1.357 -0.580 -3.554
C 0.412 3.345 2.574
C -3.854 -2.505 -2.666
C 0.131 -2.831 -0.220
C -0.938 5.163 1.778
C -1.391 4.355 0.751
C 5.930 1.598 -0.722
C -0.026 2.471 1.559
C 4.673 -1.899 -3.162
C 2.528 -2.162 -5.232
C 2.434 -1.250 -4.061
C -0.933 3.054 0.669
C -0.089 -4.931 -1.391
C 0.351 -3.619 -1.359
C -0.526 -3.391 0.884
C -4.446 -2.345 -0.259
C 5.678 1.398 0.629
C 4.587 0.644 1.034
C -2.480 -1.339 -1.032
C -4.192 -1.939 0.990
C -0.727 -5.489 -0.290
H -5.323 -2.920 -0.525
H 0.345 5.254 3.505
H -2.094 4.723 0.016
H -2.908 -2.730 -3.152
H 4.361 -2.939 -3.054
H 3.339 -1.870 -5.900
H 5.239 1.232 -2.730
H 0.852 -3.176 -2.210
H -4.464 -3.406 -2.633
H 0.079 -5.529 -2.279
H -1.428 -5.139 1.709
H 0.356 -0.544 -3.946
H -4.868 -2.174 1.798
H 5.316 -1.794 -4.034
H 6.776 2.196 -1.035
H 5.237 -1.613 -2.280
H 2.712 -3.190 -4.912
H 1.595 -2.143 -5.790
H -1.289 6.182 1.870
H -4.374 -1.734 -3.235
H 4.372 0.509 2.085
H -0.691 -2.781 1.764
H -1.052 -6.521 -0.312
H 2.886 -0.525 0.374
H 6.330 1.842 1.369
*
```

Which of them is most stable, and which least? Most stable: entry b; least stable: entry a.